(1)
C2H8NO | wB97M-V/def2-TZVPD

Positions of all 12 atoms, in Å:
1 O -2.3286 -0.4764 0.5620
2 H -0.5818 -0.0471 0.1682
3 H -2.4571 -1.4003 0.9435
4 H -3.1736 -0.3719 0.0147
5 C 1.1724 -0.4777 -0.9677
6 C 0.8837 1.2352 0.7671
7 N 0.4214 0.2340 0.1087
8 H 0.3999 -0.8045 -1.6608
9 H 1.8353 0.2157 -1.4744
10 H 1.6140 -1.3647 -0.4881
11 H 0.2591 1.8659 1.3943
12 H 1.9554 1.3918 0.6325

LUMO (alpha / beta) ... -0.353 / -0.641 Eh
Spin multiplicity ... 2
Total energy ... -5717.08858 eV
Total charge ... +2
Frontier orbital gap (alpha / beta) ... 12.7 / 4.4 eV
HOMO energy (alpha / beta) ... -22.337 / -21.857 eV
ΔE to the lowest compared entry with this formula, charge and spin ... 336.2 kJ/mol

Löwdin atomic charge list, values in e, 4 entries:
1 O 0.4175
2 H 0.1189
3 H 0.2237
4 H 0.2311


(2)
C2H8NO | wB97M-V/def2-TZVPD

Positions of all 12 atoms, in Å:
1 O 1.1943 2.5254 -0.0935
2 H 1.4393 3.2848 -0.7303
3 H 1.2344 3.0583 0.7727
4 H -1.4106 -2.3662 -1.0629
5 C -0.5472 -1.7780 -0.7529
6 C -0.9080 -0.7118 0.2097
7 N -0.0389 -0.1765 1.0066
8 H 0.1504 -2.4873 -0.3010
9 H -0.1412 -1.2635 -1.6288
10 H -1.7678 -0.0813 -0.0165
11 H 0.7184 -0.7837 1.3147
12 H 0.0769 0.7797 1.2822

LUMO (alpha / beta) ... -0.356 / -0.627 Eh
Spin multiplicity ... 2
Total energy ... -5717.60202 eV
Total charge ... +2
Frontier orbital gap (alpha / beta) ... 11.9 / 4.5 eV
HOMO energy (alpha / beta) ... -21.594 / -21.593 eV
ΔE to the lowest compared entry with this formula, charge and spin ... 286.6 kJ/mol

Löwdin atomic charge list, values in e, 4 entries:
1 O 0.5190
2 H 0.2469
3 H 0.2346
4 H 0.1149


(3)
C2H8NO2 | wB97M-V/def2-TZVPD

Positions of all 13 atoms, in Å:
1 C -0.4093 0.4488 -1.5451
2 N -0.4427 0.5188 -0.1064
3 C -1.4427 -0.3201 0.9950
4 O -2.6963 -0.2405 0.9895
5 H -1.2287 -0.1968 -1.9342
6 H -0.5739 1.4469 -2.0268
7 H 0.5503 0.0702 -1.9631
8 H -0.3616 1.4589 0.2816
9 H -1.0619 -1.3859 0.8157
10 H -0.7775 -0.0333 1.9363
11 H 3.3040 0.0080 1.1414
12 H 2.0944 -0.9579 0.6899
13 O 3.0459 -0.8171 0.7261

LUMO ... 0.148 Eh
Total energy ... -7787.55976 eV
Total charge ... -1
Frontier orbital gap ... 6.8 eV
HOMO energy ... -2.762 eV
ΔE to the lowest compared entry with this formula, charge and spin ... 156.8 kJ/mol

Löwdin atomic charge list, values in e, 4 entries:
1 C -0.2488
2 N -0.1619
3 C -0.5913
4 O -0.2617


(4)
C2H8NO2 | wB97M-V/def2-TZVPD

Positions of all 13 atoms, in Å:
1 C 1.3299 1.4702 1.3845
2 O 0.1478 0.8457 0.9732
3 H 2.1560 1.3792 0.6765
4 H 1.1070 2.5370 1.5375
5 H 1.6348 1.1156 2.3778
6 N -1.6924 -1.5252 -0.6598
7 C -0.3092 -1.1450 -1.1326
8 O -0.2095 0.1781 -1.4773
9 H -2.0038 -0.9732 0.1272
10 H -2.2503 -1.3801 -1.4902
11 H 0.3899 -1.3069 -0.3065
12 H -0.2595 -1.8799 -1.9786
13 H -0.0405 0.6846 -0.0316

LUMO ... 0.158 Eh
Total energy ... -7788.44348 eV
Total charge ... -1
Frontier orbital gap ... 7.5 eV
HOMO energy ... -3.164 eV
ΔE to the lowest compared entry with this formula, charge and spin ... 71.5 kJ/mol

Löwdin atomic charge list, values in e, 4 entries:
1 C -0.2306
2 O -0.2119
3 H 0.0657
4 H 0.0528


(5)
C2H8NO2 | wB97M-V/def2-TZVPD

Positions of all 13 atoms, in Å:
1 C 0.6815 -1.3774 -0.2505
2 N -0.2916 -0.3269 0.0140
3 C -0.0103 0.8597 -0.9040
4 O -0.0709 0.5834 -2.1994
5 H 0.7946 -1.5671 -1.3212
6 H 0.4128 -2.3071 0.2635
7 H 1.6398 -1.0838 0.1904
8 H -1.1849 -0.6677 -0.3011
9 H 0.9977 1.1881 -0.5540
10 H -0.7671 1.6153 -0.5847
11 H -0.4053 0.0753 1.7981
12 H 0.1704 1.0462 2.8295
13 O -0.3856 0.2913 2.7859

LUMO ... 0.162 Eh
Total energy ... -7788.78529 eV
Total charge ... -1
Frontier orbital gap ... 7.1 eV
HOMO energy ... -2.691 eV
ΔE to the lowest compared entry with this formula, charge and spin ... 38.6 kJ/mol

Löwdin atomic charge list, values in e, 4 entries:
1 C -0.1783
2 N -0.1637
3 C -0.5810
4 O -0.3364


(6)
C2H8NO2P | wB97M-V/def2-TZVPD

Positions of all 14 atoms, in Å:
1 C -0.9477 1.2527 -0.7052
2 C -0.0513 -2.2596 -0.5542
3 N 0.7486 0.9506 1.5906
4 O -0.1789 1.2587 2.5747
5 O 1.7015 0.6334 -0.6299
6 P 0.3801 0.3194 0.2004
7 H -1.8072 1.2032 -0.1420
8 H -0.5678 2.2398 -0.7423
9 H -0.8896 0.8239 -1.6974
10 H -0.2389 -3.0881 0.2609
11 H -0.9817 -2.1432 -1.2449
12 H 0.8763 -2.4463 -0.9537
13 H 0.3586 1.2736 3.3647
14 H 1.5981 -0.0179 -1.3218

LUMO (alpha / beta) ... -0.005 / 0.000 Eh
Total energy ... -17072.88466 eV
Frontier orbital gap (alpha / beta) ... 7.5 / 7.6 eV
HOMO energy (alpha / beta) ... -7.634 / -7.627 eV
ΔE to the lowest compared entry with this formula, charge and spin ... 627.6 kJ/mol

Löwdin atomic charge list, values in e, 4 entries:
1 C -0.1583
2 C -0.0798
3 N -0.2870
4 O -0.1420


(7)
C2H8NO2P | wB97M-V/def2-TZVPD

Positions of all 14 atoms, in Å:
1 C -1.0738 0.2557 0.8892
2 P -0.4118 -0.5723 -0.7439
3 C 1.3790 -1.0056 -0.3230
4 O -0.9845 -1.7466 -1.3891
5 N -0.5367 0.8163 -1.7276
6 O 0.4018 1.8731 -1.3958
7 H -0.2707 0.2911 1.5824
8 H -1.2614 1.3094 0.6618
9 H -1.9895 -0.1033 1.1146
10 H 1.8225 -1.5243 -1.1738
11 H 1.8443 -0.0442 -0.2131
12 H 1.4935 -1.4708 0.6928
13 H -0.6018 0.7805 -2.7434
14 H 0.2955 1.8205 -0.4859

LUMO ... 0.025 Eh
SMILES string ... CP(C)(=O)NO
Total energy ... -17076.25400 eV
Frontier orbital gap ... 10.1 eV
HOMO energy ... -9.473 eV
ΔE to the lowest compared entry with this formula, charge and spin ... 302.5 kJ/mol

Löwdin atomic charge list, values in e, 4 entries:
1 C -0.1105
2 P 0.5857
3 C -0.1593
4 O -0.3427


(8)
C2H8NO2P | wB97M-V/def2-TZVPD

Positions of all 14 atoms, in Å:
1 C 0.5277 1.2503 1.5192
2 O -0.5818 0.9556 0.6405
3 P -0.7425 -0.6279 0.3303
4 N -0.6158 -1.5001 1.6134
5 O 0.2987 -0.9105 -0.8934
6 C 0.4054 -0.1393 -2.0280
7 H 0.6533 0.2774 2.0650
8 H 0.2096 2.0233 2.1984
9 H 1.3484 1.5000 0.7730
10 H -2.0873 -0.4583 -0.3883
11 H -0.9406 -2.4872 1.5068
12 H 1.5349 -0.1717 -2.3987
13 H -0.0066 0.9307 -1.9789
14 H -0.0035 -0.6422 -2.9594

LUMO ... 0.034 Eh
SMILES string ... CO[PH](=N)OC
Total energy ... -17076.97922 eV
Frontier orbital gap ... 10.5 eV
HOMO energy ... -9.558 eV
ΔE to the lowest compared entry with this formula, charge and spin ... 232.6 kJ/mol

Löwdin atomic charge list, values in e, 4 entries:
1 C -0.1094
2 O -0.3591
3 P 0.5541
4 N -0.1976


(9)
C2H8NO2PS | wB97M-V/def2-TZVPD

Positions of all 15 atoms, in Å:
1 C -1.9164 1.3684 0.2390
2 C 2.0854 -1.9052 0.3378
3 N -1.4172 0.2161 -0.4438
4 O 0.8886 0.9457 -1.8455
5 O 1.7764 -1.0351 -0.7271
6 P 1.2942 0.4892 -0.3469
7 S 2.4085 1.6802 0.7022
8 H -2.0696 1.1992 1.2680
9 H -1.2676 2.2715 0.2003
10 H -2.8037 1.7123 -0.3202
11 H 3.1135 -2.0215 0.1258
12 H 1.5824 -2.8153 0.1497
13 H 1.7383 -1.5709 1.4101
14 H -1.5586 -0.6874 0.1655
15 H 0.1022 0.5286 -1.9653

LUMO (alpha / beta) ... -0.042 / -0.029 Eh
Total energy ... -27910.81399 eV
Frontier orbital gap (alpha / beta) ... 8.5 / 7.4 eV
HOMO energy (alpha / beta) ... -9.669 / -8.189 eV
ΔE to the lowest compared entry with this formula, charge and spin ... 487.7 kJ/mol

Löwdin atomic charge list, values in e, 4 entries:
1 C -0.2577
2 C -0.1618
3 N -0.0607
4 O -0.2196


(10)
C2H8NO3 | wB97M-V/def2-TZVPD

Positions of all 14 atoms, in Å:
1 C -1.4860 -0.0356 0.6394
2 C 1.6857 0.1190 -0.1025
3 N -1.4899 -0.0582 -0.8064
4 O 1.0357 0.5866 -0.9945
5 O 2.9168 0.4525 0.2317
6 O 1.1558 -0.7781 0.6988
7 H -2.5145 0.1267 1.1637
8 H -0.9014 -0.9308 0.9644
9 H -0.9683 0.7690 1.0413
10 H -0.6395 0.3787 -1.2089
11 H -1.6960 -1.0130 -1.1086
12 H -2.2693 0.5461 -1.3095
13 H 3.3456 1.1300 -0.4281
14 H 1.8250 -1.2927 1.2190

LUMO ... -0.122 Eh
Total energy ... -9829.91834 eV
Total charge ... +1
Frontier orbital gap ... 12.5 eV
HOMO energy ... -15.813 eV
ΔE to the lowest compared entry with this formula, charge and spin ... 53.4 kJ/mol

Löwdin atomic charge list, values in e, 4 entries:
1 C -0.0740
2 C -0.6617
3 N 0.1104
4 O 0.1057


(11)
C2H8NO4 | wB97M-V/def2-TZVPD

Positions of all 15 atoms, in Å:
1 C -1.3160 -1.8161 0.9872
2 C -0.4750 -0.2652 -0.5918
3 N -0.4639 -1.4589 -0.0653
4 O 0.0256 -0.1962 -1.8189
5 O -1.0650 0.7643 -0.1220
6 O 2.2913 2.2570 -0.0486
7 O 1.0257 1.3451 -0.0183
8 H -1.6562 -0.9350 1.4020
9 H -2.2249 -2.5579 0.7678
10 H -0.7779 -2.3516 1.8763
11 H 3.0325 1.9258 0.5396
12 H 0.0966 -2.1135 -0.5700
13 H -0.1653 0.6602 -2.3067
14 H -0.2391 1.6373 -0.2162
15 H 1.9117 3.1047 0.1850

LUMO ... -0.167 Eh
Total energy ... -11871.97776 eV
Total charge ... +1
Frontier orbital gap ... 10.0 eV
HOMO energy ... -14.538 eV
ΔE to the lowest compared entry with this formula, charge and spin ... 558.9 kJ/mol

Löwdin atomic charge list, values in e, 4 entries:
1 C -0.0544
2 C -0.5386
3 N 0.0855
4 O 0.1489


(12)
C2H8NOPS | wB97M-V/def2-TZVPD

Positions of all 14 atoms, in Å:
1 C -0.9103 1.9839 -0.0797
2 N -0.7734 0.4962 -0.2244
3 P 0.7790 -0.1660 0.1844
4 C 0.7735 -1.9195 -0.3804
5 O 0.8902 -0.4947 1.8477
6 S 2.4717 0.7236 -0.1984
7 H -0.8443 2.3062 1.0413
8 H -0.1512 2.5412 -0.5885
9 H -1.8633 2.2077 -0.3954
10 H -0.7331 0.1580 -1.1619
11 H 0.5233 -2.5401 0.5266
12 H 0.1414 -1.9914 -1.2655
13 H 1.8248 -2.0735 -0.6704
14 H 1.3811 0.0733 2.4748

LUMO ... 0.026 Eh
SMILES string ... CN[P@](C)(O)=S
Total energy ... -25866.37692 eV
Frontier orbital gap ... 9.4 eV
HOMO energy ... -8.692 eV
ΔE to the lowest compared entry with this formula, charge and spin ... 136.9 kJ/mol

Löwdin atomic charge list, values in e, 4 entries:
1 C -0.1432
2 N -0.2170
3 P 0.2433
4 C -0.2012


(13)
C2H8NOS | wB97M-V/def2-TZVPD

Positions of all 13 atoms, in Å:
1 C -0.8094 -1.0759 -1.5557
2 S 0.4597 -2.1985 -2.1229
3 H -1.2239 -0.5148 -2.3966
4 H -1.5938 -1.6252 -1.0068
5 H -0.3385 -0.3946 -0.8026
6 H -0.1902 -3.3468 -2.3123
7 N 0.7852 2.2292 1.5910
8 C 0.2581 0.8137 1.5881
9 O 0.7006 0.0813 0.5888
10 H 0.4875 2.5552 0.7013
11 H 1.7877 2.0957 1.5066
12 H 0.5376 0.4843 2.6110
13 H -0.8606 0.8964 1.6102

LUMO ... 0.125 Eh
Total energy ... -16576.18097 eV
Total charge ... -1
Frontier orbital gap ... 6.3 eV
HOMO energy ... -2.844 eV
ΔE to the lowest compared entry with this formula, charge and spin ... 159.0 kJ/mol

Löwdin atomic charge list, values in e, 4 entries:
1 C -0.5330
2 S 0.5871
3 H 0.0053
4 H 0.0296


(14)
C2H8NOS2 | wB97M-V/def2-TZVPD

Positions of all 14 atoms, in Å:
1 N 0.6236 0.7220 1.3112
2 C 0.5673 0.6192 -0.1517
3 O 1.9883 -0.1291 -0.4910
4 C -0.5609 -0.2802 -0.5981
5 S -2.1311 0.6081 -0.1378
6 S -0.3415 -1.9203 0.2280
7 H 0.9593 -0.1914 1.6635
8 H 1.2734 1.4551 1.6224
9 H -0.3281 0.8991 1.6770
10 H 0.5949 1.5897 -0.6444
11 H 2.0774 -0.2069 -1.4454
12 H -0.5515 -0.4193 -1.6756
13 H -2.9583 -0.1557 -0.8446
14 H -1.2129 -2.5904 -0.5135

LUMO ... -0.136 Eh
SMILES string ... [NH3+][C@@H](O)C(S)S
Total energy ... -27403.90615 eV
Total charge ... +1
Frontier orbital gap ... 9.6 eV
HOMO energy ... -13.304 eV
ΔE to the lowest compared entry with this formula, charge and spin ... 131.0 kJ/mol

Löwdin atomic charge list, values in e, 4 entries:
1 N 0.2125
2 C -0.3615
3 O -0.0665
4 C -0.9104


(15)
C2H8NS | wB97M-V/def2-TZVPD

Positions of all 12 atoms, in Å:
1 S 0.6764 1.1389 2.0388
2 H -0.3177 0.1977 1.9967
3 C -1.2094 -0.9906 -2.2944
4 C -0.7256 -0.5859 -0.8466
5 N 0.7306 -0.7414 -0.7745
6 H -0.9141 -1.9376 -2.7431
7 H -0.7749 -0.1933 -3.0554
8 H -2.3185 -0.8638 -2.5064
9 H -1.3246 -1.0781 -0.0692
10 H -0.9145 0.5680 -0.6827
11 H 1.0643 -0.3046 0.1337
12 H 1.1729 0.0381 -1.4270

LUMO ... 0.143 Eh
Total energy ... -14529.37316 eV
Total charge ... -1
Frontier orbital gap ... 6.7 eV
HOMO energy ... -2.796 eV
ΔE to the lowest compared entry with this formula, charge and spin ... 69.5 kJ/mol

Löwdin atomic charge list, values in e, 4 entries:
1 S -0.2805
2 H -0.4306
3 C -0.1562
4 C -0.4095


(16)
C2H8NS | wB97M-V/def2-TZVPD

Positions of all 12 atoms, in Å:
1 S 1.3210 0.2977 -2.8864
2 H 0.0280 0.6031 -3.3601
3 C -0.9687 0.7929 0.9152
4 N -0.6613 -0.4841 0.1356
5 C 0.7065 -0.9926 0.6069
6 H -0.5397 1.7415 0.4315
7 H -2.0384 1.0939 0.9551
8 H -0.4364 0.6486 1.9695
9 H -0.6114 -0.3996 -0.9134
10 H 1.4460 -0.0577 0.5235
11 H 1.1400 -1.9338 -0.0570
12 H 0.6146 -1.3099 1.6796

LUMO ... 0.148 Eh
Total energy ... -14528.63288 eV
Total charge ... -1
Frontier orbital gap ... 6.7 eV
HOMO energy ... -2.657 eV
ΔE to the lowest compared entry with this formula, charge and spin ... 140.9 kJ/mol

Löwdin atomic charge list, values in e, 4 entries:
1 S -0.3795
2 H -0.4359
3 C -0.1841
4 N -0.2180


(17)
C2H8NS2 | wB97M-V/def2-TZVPD

Positions of all 13 atoms, in Å:
1 C -0.8283 0.0846 -0.7350
2 C -0.2875 1.1719 0.1971
3 S 1.1796 2.0272 -0.4233
4 N -1.5330 -0.8833 0.1058
5 H -1.5086 0.4849 -1.4890
6 H 0.0499 -0.3623 -1.2105
7 H -1.0344 1.9431 0.3979
8 H 0.0245 0.6735 1.1122
9 H 1.9759 0.9580 -0.1562
10 H -2.1654 -1.5263 -0.3453
11 H -0.8306 -1.4317 0.5955
12 S 2.0470 -1.3497 0.5180
13 H 2.9108 -1.7900 1.4327

LUMO ... 0.132 Eh
Total energy ... -25365.55242 eV
Total charge ... -1
Frontier orbital gap ... 6.8 eV
HOMO energy ... -3.169 eV
ΔE to the lowest compared entry with this formula, charge and spin ... 2.0 kJ/mol

Löwdin atomic charge list, values in e, 4 entries:
1 C -0.3961
2 C -0.6368
3 S 0.5722
4 N -0.0360


(18)
C2H8NS2 | wB97M-V/def2-TZVPD

Positions of all 13 atoms, in Å:
1 C -0.6461 -0.7671 -0.8661
2 N -1.1955 -1.8976 -0.0311
3 H -1.4219 -0.0766 -1.1523
4 H -0.1019 -1.2245 -1.7540
5 H -0.8528 -2.5924 0.6741
6 H -2.0556 -2.0230 -0.5324
7 C 2.1575 1.6784 0.3404
8 S 0.6703 1.1594 -0.6334
9 S -1.4296 0.7474 0.9114
10 H 3.1082 1.0951 -0.0890
11 H 2.3339 2.7472 0.6091
12 H 1.8053 1.3756 1.3729
13 H -2.3720 -0.2218 1.1505

LUMO (alpha / beta) ... -0.457 / -0.497 Eh
Spin multiplicity ... 2
Total energy ... -25336.56925 eV
Total charge ... +2
Frontier orbital gap (alpha / beta) ... 7.2 / 5.6 eV
HOMO energy (alpha / beta) ... -19.638 / -19.175 eV
ΔE to the lowest compared entry with this formula, charge and spin ... 840.8 kJ/mol

Löwdin atomic charge list, values in e, 4 entries:
1 C -0.2695
2 N 0.2170
3 H 0.0143
4 H 0.1464


(19)
C2H8O2 | wB97M-V/def2-TZVPD

Positions of all 12 atoms, in Å:
1 C 1.0780 1.8021 0.1311
2 O 1.8179 0.6719 -0.3610
3 H 0.2212 1.3880 0.5141
4 H 1.5584 2.1221 1.0887
5 H 0.9074 2.5643 -0.6910
6 H 2.7670 0.9556 -0.4618
7 C -1.2260 -1.5977 -0.4147
8 O -1.9651 -0.9468 0.6233
9 H -0.1526 -1.9840 -0.0342
10 H -1.3208 -0.9644 -1.2813
11 H -1.8003 -2.6077 -0.5616
12 H -1.8852 -1.4034 1.4484

LUMO ... 0.033 Eh
SMILES string ... CO.CO
Total energy ... -6296.95162 eV
Frontier orbital gap ... 10.9 eV
HOMO energy ... -9.970 eV
ΔE to the lowest compared entry with this formula, charge and spin ... 140.7 kJ/mol

Löwdin atomic charge list, values in e, 4 entries:
1 C -0.1512
2 O -0.1635
3 H 0.0273
4 H 0.0895